Entry 1:
# C31H47NO4P2Sn

A structure of composition C31H47NO4P2Sn (wB97M-V/def2-TZVPD, OMol25).

Geometry as XYZ:
```
86
Properties=species:S:1:pos:R:3:forces:R:3
Sn -3.117776 -0.387066 -0.751198 -0.320 -0.122 1.736
C 1.203204 1.157899 2.877806 0.126 -0.102 -0.296
C 2.459002 1.536439 2.295314 0.114 0.213 0.100
C 0.981482 3.260393 1.944604 0.057 0.183 -0.135
C 0.303038 2.261220 2.700107 0.083 -0.352 0.352
C 2.307083 2.816116 1.693202 -0.054 -0.182 -0.084
C 0.907573 -0.188068 3.432828 0.470 -0.372 0.035
H 1.803575 -0.831519 3.373013 -0.427 0.333 0.120
H 0.132239 -0.692676 2.834683 0.091 0.216 0.195
H 0.579198 -0.165056 4.483670 0.025 0.073 -0.311
C -1.058060 2.438665 3.259509 -0.051 0.404 0.084
H -1.807906 1.812267 2.762352 0.242 -0.160 0.274
H -1.358046 3.458221 3.047135 -0.180 0.211 0.182
H -1.087116 2.315787 4.360984 0.008 -0.183 -0.595
C 0.377088 4.552104 1.545049 0.042 0.194 -0.204
H 0.306611 5.217373 2.416037 -0.014 -0.061 -0.092
H -0.638871 4.418820 1.159004 0.105 -0.021 0.120
H 0.953735 5.071745 0.777614 -0.001 -0.087 0.155
C 3.356016 3.530194 0.932628 0.080 0.148 -0.461
H 4.133315 3.916846 1.601443 -0.046 -0.056 0.004
H 2.941354 4.378183 0.379986 0.110 -0.119 0.162
H 3.860768 2.877290 0.198404 -0.207 0.084 0.392
C 3.734306 0.784812 2.326851 -0.146 0.417 0.229
H 4.596326 1.454517 2.332405 -0.100 0.027 -0.015
H 3.815393 0.172797 1.439361 -0.037 -0.191 -0.376
H 3.800554 0.134966 3.187594 -0.016 -0.196 0.227
C 1.525484 -2.943932 0.339786 -0.352 -0.169 0.175
C 2.662773 -2.571229 0.903601 1.003 1.044 -0.405
C 3.890734 -2.159214 0.127478 0.675 1.001 -0.116
C 3.844349 -1.625644 -1.352750 0.572 -0.140 0.818
C 3.514392 -0.166264 -1.303397 -0.760 0.189 -0.797
C 2.232946 0.179699 -1.181105 0.451 1.037 0.793
C 1.010138 -0.618888 -0.929661 -1.452 -2.020 0.655
C 0.922597 -2.239573 -0.811621 0.328 1.121 -1.920
H 4.549333 -3.029197 0.098302 -0.239 -0.357 0.211
H 3.052981 -2.162788 -1.914491 1.099 0.199 0.089
H 4.462007 -1.457021 0.747897 0.138 0.016 -0.287
H 1.203951 -2.661052 -1.773055 0.089 -0.209 -0.083
H 1.037036 -3.843795 0.706739 -0.901 0.761 0.740
H 2.726547 -2.466450 1.981495 0.675 -1.572 0.215
H -0.137183 -2.439610 -0.761887 -0.632 -0.074 0.056
H 0.578743 -0.286622 0.016021 0.297 0.166 0.594
H 1.984892 1.225816 -1.013778 0.204 0.278 -0.459
H 0.170462 -0.286355 -1.588063 0.728 -0.308 -0.283
H 4.872753 -1.730022 -1.783589 -1.081 -0.377 0.150
H 4.303056 0.608069 -1.447333 -0.677 -0.714 0.312
P -1.865711 -0.938066 -3.804229 0.439 -1.516 -1.255
P -1.712919 2.002282 -4.651364 0.225 0.408 -1.527
C -1.877939 -0.633551 -5.678387 -0.374 0.582 -0.040
C -2.248044 0.811245 -5.998884 -0.119 0.092 0.369
H -2.595929 -1.335345 -6.132542 0.308 0.156 0.161
H -0.868085 -0.866917 -6.075370 -0.749 0.161 0.368
H -1.792458 1.137331 -6.947754 -0.291 -0.125 0.273
H -3.345413 0.940600 -6.062476 0.455 -0.081 -0.117
C -2.140599 3.451083 -5.720326 0.030 0.162 0.446
H -1.776154 4.373868 -5.250295 -0.221 -0.116 -0.289
H -3.234706 3.475993 -5.806973 0.278 0.218 -0.037
H -1.696656 3.318684 -6.720091 -0.140 0.204 0.395
C 0.129469 2.029258 -4.935278 -0.182 -0.030 0.459
H 0.389371 2.024771 -5.999215 -0.094 0.010 0.153
H 0.624953 1.190546 -4.430852 -0.043 0.088 -0.121
H 0.509863 2.952374 -4.473527 -0.031 -0.237 -0.179
C -3.154016 -2.281041 -3.767834 0.073 0.194 0.165
H -3.155143 -2.782733 -2.789476 0.024 -0.146 -0.212
H -2.975091 -3.013123 -4.569350 -0.108 0.152 0.368
H -4.148039 -1.834912 -3.906126 0.157 -0.092 -0.059
C -0.301234 -1.919233 -3.949948 0.075 -0.036 0.743
H 0.342122 -1.527573 -4.742728 -0.207 -0.035 0.220
H -0.538067 -2.966147 -4.160219 0.153 0.091 0.037
H 0.243320 -1.825839 -3.018205 0.053 -0.328 -0.217
O -3.769054 -1.675779 1.143728 0.298 0.330 -0.930
C -3.118332 -0.961664 1.971278 0.467 -0.938 0.244
O -2.553801 0.102916 1.542882 0.129 -0.117 -0.653
C -2.999824 -1.425548 3.404656 0.603 -1.035 0.013
C -2.282407 -0.698205 4.348377 -0.845 1.094 -0.123
C -2.383428 -0.997142 5.701911 0.388 -0.365 0.320
C -2.895668 -2.259629 6.130790 -0.391 1.769 -3.921
C -3.692710 -2.967102 5.188655 0.846 -0.424 0.255
C -3.561310 -2.651344 3.835404 -1.302 1.238 -0.336
N -2.073252 -2.998731 7.018546 0.521 -1.700 2.591
O -1.141816 -2.411956 7.570196 -1.019 -0.584 -0.491
O -2.294287 -4.213635 7.087522 0.330 1.582 0.095
H -1.641883 0.105508 3.966980 -0.828 0.010 0.666
H -2.047391 -0.262403 6.432146 0.718 -0.627 -0.059
H -4.310962 -3.805425 5.527051 0.813 -0.081 -0.306
H -3.938854 -3.291631 3.050328 -0.560 -0.098 0.275
```
Positions in Å, forces in eV/Å.

Calculated values
- Strongest force on any atom: 4.32 eV Å⁻¹
- LUMO (alpha / beta): -0.2910 / -0.2910 hartree
- Molar mass: 678.38 g mol⁻¹
- Gap between HOMO and LUMO (alpha / beta): 0.1884 / 0.1884 Eh
- Energy relative to the best compared isomer or geometry (same formula, charge and spin): 2.756 eV
- Charge: +2
- Energy: -66974.5929 eV
- Multiplicity: 1

Entry 2:
# C24H52BrF2IO21P2S5

A cluster of 6 separate species, C24H52BrF2IO21P2S5 in total (wB97M-V/def2-TZVPD, OMol25).

Geometry as XYZ:
```
108
Properties=species:S:1:pos:R:3:forces:R:3
O 3.516880 -3.154191 -0.168112 0.156 0.074 -0.145
C 2.387237 -3.035487 -0.560202 0.702 -0.268 0.238
O 1.553446 -2.082938 -0.146497 -0.239 0.246 -0.750
C 2.196655 -0.802498 0.106442 -0.359 -0.026 0.205
C 1.145543 0.283426 0.085758 0.181 0.187 0.153
C 0.107794 0.180730 1.206567 0.232 -0.102 -0.031
C -0.967592 -0.905475 1.088087 -0.171 -0.099 0.148
C -1.819689 -0.917606 -0.160500 -0.486 0.163 0.202
F -1.063873 -0.990097 -1.305152 0.298 0.050 -0.168
C -2.658503 0.375164 -0.309127 -0.014 -0.097 0.202
O -2.371509 1.479969 0.025841 0.196 0.151 -0.296
O -3.856479 0.079867 -0.871898 -0.307 0.111 0.239
C -4.226645 -1.238808 -0.484285 0.242 -0.157 0.131
P -5.405559 -2.093596 -1.642810 -0.032 -0.182 -0.081
O -6.670955 -1.131174 -1.248691 -0.032 0.120 -0.124
Br -4.826460 -1.181164 -3.604403 0.083 -0.001 0.065
C -2.928631 -2.025963 -0.300253 0.451 -0.369 -0.414
F -2.703697 -2.666372 -1.529737 -0.117 -0.008 -0.030
P -3.215864 -3.517663 0.841034 -0.159 -0.001 -0.317
O -2.671917 -2.905147 2.235638 -0.047 -0.152 0.115
I -1.408585 -5.010090 0.106713 0.094 0.149 0.074
H 1.975490 -3.708708 -1.319726 -0.456 0.010 0.191
H 2.929311 -0.628750 -0.680109 0.137 -0.112 0.092
H 2.691153 -0.826486 1.073548 0.134 -0.101 -0.034
H 1.704052 1.211984 0.244932 -0.019 0.009 0.000
H 0.696523 0.367575 -0.900654 -0.068 -0.046 -0.008
H -0.344636 1.155652 1.372506 -0.139 -0.022 -0.123
H 0.664193 -0.048774 2.122356 -0.063 0.013 0.054
H -0.538820 -1.895904 1.219754 0.112 -0.041 -0.125
H -1.671025 -0.779935 1.914350 0.041 0.003 0.077
H -4.779676 -1.200032 0.464449 -0.042 0.129 0.015
H -7.196805 -0.931743 -2.032106 -0.205 0.028 0.100
H -2.733502 -3.567971 2.943300 0.075 0.307 0.306
C -5.595699 2.951742 0.470163 -0.078 0.093 0.114
C -4.535470 3.969954 0.111234 0.128 -0.341 -0.052
O -4.941142 5.333392 0.414723 -0.096 0.019 -0.038
S -4.933958 5.782225 1.931517 0.030 0.061 -0.186
C -5.116244 7.508631 1.651936 0.010 0.051 0.009
O -3.645553 5.510215 2.492607 0.042 -0.046 0.099
O -6.102868 5.289673 2.592601 -0.043 -0.021 0.084
H -5.755016 2.902865 1.546356 0.026 -0.004 0.005
H -5.278336 1.971095 0.117266 0.011 0.018 -0.054
H -6.547755 3.207184 0.004133 0.010 -0.023 -0.038
H -3.587998 3.759727 0.604354 -0.019 0.073 0.065
H -4.354422 3.973469 -0.961007 -0.018 0.133 -0.009
H -4.235391 7.876170 1.133887 0.004 -0.007 -0.008
H -5.209423 7.973358 2.630960 0.006 -0.014 0.008
H -6.017283 7.672153 1.067572 -0.009 -0.006 0.005
C 3.767172 -1.528073 -6.403790 -0.024 0.031 0.156
C 4.961331 -2.443115 -6.234575 -0.099 -0.088 -0.280
O 5.633279 -2.272911 -4.963218 0.052 0.129 0.063
S 4.921383 -2.869391 -3.675127 0.083 0.082 0.084
C 6.254060 -2.707162 -2.546143 0.053 -0.029 0.033
O 4.634743 -4.251163 -3.915721 -0.128 -0.052 0.008
O 3.863024 -1.992109 -3.270858 -0.135 -0.026 0.003
H 2.971523 -1.774169 -5.703165 0.003 -0.025 -0.007
H 3.376568 -1.627498 -7.416882 0.041 0.001 -0.026
H 4.051497 -0.489580 -6.235618 0.010 0.006 -0.044
H 4.687118 -3.492540 -6.349742 -0.003 -0.007 0.090
H 5.729184 -2.215849 -6.970974 0.063 0.017 0.067
H 7.066369 -3.354292 -2.864371 -0.001 -0.003 -0.006
H 5.863122 -3.014863 -1.576698 -0.047 0.004 -0.010
H 6.564064 -1.666115 -2.514465 -0.022 0.007 0.002
C -1.031546 1.136740 -3.954055 0.029 0.212 0.024
C -1.841742 1.077086 -5.227503 0.048 -0.338 0.035
O -2.300725 2.379742 -5.675716 -0.016 0.055 0.077
S -1.234023 3.347094 -6.334655 -0.165 -0.030 0.000
C -2.371675 4.517556 -6.987962 -0.022 0.031 -0.037
O -0.576668 2.653501 -7.400343 0.103 -0.020 -0.038
O -0.448965 3.974194 -5.317307 0.072 0.042 0.016
H -0.088199 1.660400 -4.102685 -0.002 -0.017 -0.016
H -0.816449 0.122586 -3.623221 -0.025 -0.074 0.036
H -1.584577 1.655878 -3.169623 -0.013 -0.050 0.018
H -1.284428 0.600912 -6.035087 -0.001 0.102 -0.059
H -2.760185 0.513613 -5.074331 -0.025 0.093 -0.028
H -2.978979 4.033015 -7.746754 -0.003 -0.010 0.002
H -1.777309 5.317780 -7.423317 0.015 -0.010 0.000
H -2.982516 4.898536 -6.174387 0.007 0.003 0.010
C 7.561472 -0.014258 3.720657 0.035 0.021 -0.164
C 6.347668 0.889372 3.733710 -0.051 -0.175 0.280
O 6.302598 1.798475 2.605622 0.095 0.033 -0.030
S 5.911610 1.191305 1.194387 0.019 0.111 0.024
C 5.650387 2.711177 0.352948 -0.029 0.038 -0.015
O 4.673977 0.482829 1.326205 -0.005 -0.008 0.020
O 7.039654 0.522736 0.624480 0.016 -0.047 -0.063
H 7.534783 -0.708957 2.883306 -0.025 -0.009 0.008
H 7.590464 -0.591035 4.645389 -0.011 0.031 0.030
H 8.475861 0.573147 3.640853 0.004 0.003 0.046
H 5.418774 0.318184 3.761925 -0.007 0.014 -0.094
H 6.362822 1.546646 4.600304 0.000 0.079 -0.057
H 4.803992 3.222953 0.801869 0.001 -0.001 0.010
H 5.440818 2.457791 -0.684232 -0.004 -0.018 0.004
H 6.556311 3.306749 0.422363 0.011 -0.007 -0.006
C -2.935202 -4.998000 8.374351 0.161 -0.014 -0.061
C -3.189189 -3.647988 7.740025 -0.316 -0.115 0.073
O -1.968591 -2.948874 7.383695 0.078 -0.010 0.026
S -1.170866 -3.456549 6.115985 0.054 0.169 0.151
C -0.086785 -2.085126 5.954120 0.016 0.039 -0.041
O -2.072890 -3.495626 5.000675 -0.160 -0.135 -0.209
O -0.420874 -4.626037 6.442256 0.022 -0.087 -0.048
H -2.484269 -5.694787 7.670193 -0.020 0.004 -0.016
H -3.881533 -5.417756 8.715851 -0.020 0.036 0.019
H -2.263058 -4.900953 9.226442 -0.037 0.006 0.030
H -3.820130 -3.727302 6.854106 0.079 0.011 -0.054
H -3.680743 -2.976427 8.439980 0.077 0.068 -0.008
H -0.669815 -1.198894 5.720122 -0.010 -0.002 0.007
H 0.594715 -2.325239 5.140156 -0.012 -0.015 -0.002
H 0.460287 -1.967005 6.885235 0.007 -0.011 0.003
```
Positions in Å, forces in eV/Å.

Calculated values
- Strongest force on any atom: 0.82 eV Å⁻¹
- LUMO: -0.0006 hartree
- Molar mass: 1143.75 g mol⁻¹
- Gap between HOMO and LUMO: 0.3307 Eh
- Charge: 0
- Energy: -225060.6368 eV
- Multiplicity: 1

Entry 3:
# C5H9NO

An isolated molecule of C5H9NO (wB97M-V/def2-TZVPD, OMol25).

Geometry as XYZ:
```
16
Properties=species:S:1:pos:R:3:forces:R:3
C -2.173811 -0.368347 0.114455 3.458 -1.905 1.312
C -0.692231 -0.078440 -0.332831 -0.715 -0.814 -1.482
O -0.244431 1.333345 -0.010876 -3.324 0.008 -1.527
C 1.121359 1.437304 0.183637 2.016 0.172 2.899
C 1.498652 0.026968 -0.239513 0.235 1.142 -2.072
N 1.687413 -1.314364 0.183892 2.497 -0.757 0.732
C 0.402168 -0.787095 0.384621 -1.376 0.229 0.304
H -2.158739 -0.458973 1.245304 -0.325 -0.322 -1.354
H -2.818907 0.368171 -0.135152 -1.866 2.671 -0.817
H -2.511904 -1.260347 -0.457762 0.345 0.239 0.902
H -0.566870 -0.409979 -1.412517 -0.584 1.189 0.770
H 1.615439 2.356650 -0.248995 -0.717 -1.306 -0.561
H 1.263981 1.623624 1.284107 0.230 -0.376 -0.644
H 1.322168 -0.016884 -1.357307 0.446 0.551 1.082
H 1.998050 -1.795720 -0.631704 -0.371 -0.940 -0.457
H 0.257664 -0.655914 1.430637 0.052 0.218 0.915
```
Positions in Å, forces in eV/Å.

Calculated values
- Strongest force on any atom: 4.16 eV Å⁻¹
- LUMO: 0.0361 hartree
- Molar mass: 99.13 g mol⁻¹
- Gap between HOMO and LUMO: 0.3668 Eh
- Energy relative to the best compared isomer or geometry (same formula, charge and spin): 5.849 eV
- Charge: 0
- Energy: -8863.3640 eV
- Multiplicity: 1

Entry 4:
# C2H8O3PS

A cluster of 2 separate species, C2H8O3PS in total (wB97M-V/def2-TZVPD, OMol25).

Geometry as XYZ:
```
15
Properties=species:S:1:pos:R:3:forces:R:3
C -0.713927 -0.739638 0.128834 0.094 -3.549 2.286
C 3.891803 -0.811777 -0.675901 4.059 0.610 -2.796
O -2.558981 2.227317 -0.992313 1.606 -0.600 -0.138
O 0.445030 0.061910 0.305132 -0.886 1.405 0.681
O 2.733158 -0.505330 -0.463158 -4.741 0.680 0.691
P 1.288109 0.917917 -0.664702 0.980 0.086 0.412
S 2.077639 2.271926 0.676608 -1.139 0.052 0.348
H -1.719729 -0.314583 0.294842 0.939 0.647 -0.701
H -0.603781 -1.471002 1.052927 -0.342 1.175 -2.006
H -0.532775 -1.338988 -0.767308 -0.801 0.196 0.014
H 4.490888 -1.460675 -0.142531 0.958 -1.629 1.863
H 4.527659 -0.262520 -1.388235 -0.239 0.197 -0.239
H -3.277335 1.798158 -0.558586 -0.994 -0.113 0.332
H -2.832767 3.082054 -1.290957 -0.513 0.659 -0.156
H 1.033073 2.011086 1.566460 1.019 0.185 -0.591
```
Positions in Å, forces in eV/Å.

Calculated values
- Strongest force on any atom: 4.97 eV Å⁻¹
- LUMO (alpha / beta): -0.1753 / -0.3073 hartree
- Molar mass: 143.12 g mol⁻¹
- Gap between HOMO and LUMO (alpha / beta): 0.2525 / 0.2364 Eh
- Energy relative to the best compared isomer or geometry (same formula, charge and spin): 3.589 eV
- Charge: +1
- Energy: -28457.9615 eV
- Multiplicity: 3

Entry 5:
# C4H8NOS

A structure of composition C4H8NOS (wB97M-V/def2-TZVPD, OMol25).

Geometry as XYZ:
```
15
Properties=species:S:1:pos:R:3:forces:R:3
C -0.399637 -0.528320 -0.004482 -1.918 0.549 -1.572
N 0.263786 -0.011034 1.173942 1.793 -2.610 0.738
C -0.378463 -0.142766 2.246166 -1.992 5.255 -3.981
O -0.056150 -0.760628 3.362440 0.228 -1.570 0.365
C 0.284193 -0.247348 -1.340278 1.237 -0.269 1.190
C 0.624615 1.213278 -1.509720 0.119 0.636 -1.450
S 1.242080 1.681946 -3.203303 0.029 -0.355 0.315
H -1.475424 -0.238200 -0.071374 0.181 0.501 0.199
H -0.521055 -1.621119 0.057230 0.527 0.012 0.462
H -0.392500 -1.461780 2.704145 0.952 -1.873 2.614
H -1.390814 0.310463 2.173999 -0.488 -0.663 0.753
H -0.200240 -0.744430 -2.180100 -0.447 0.380 0.017
H 1.237725 -0.785558 -1.230307 0.084 0.127 -0.354
H 1.399418 1.459378 -0.784145 -0.181 0.140 0.168
H -0.237533 1.876118 -1.394215 -0.123 -0.259 0.535
```
Positions in Å, forces in eV/Å.

Calculated values
- Strongest force on any atom: 6.89 eV Å⁻¹
- LUMO: 0.1068 hartree
- Molar mass: 118.18 g mol⁻¹
- Gap between HOMO and LUMO: 0.1851 Eh
- Energy relative to the best compared isomer or geometry (same formula, charge and spin): 4.291 eV
- Charge: -1
- Energy: -18647.9193 eV
- Multiplicity: 1